(1)
{"formula": "C20H43B2Cl2F11LiNNaO9P", "method": "wB97M-V/def2-TZVPD", "species": ["C", "C", "C", "O", "C", "O", "N", "B", "C", "O", "C", "C", "C", "C", "C", "H", "H", "H", "H", "H", "H", "H", "H", "H", "H", "H", "H", "H", "H", "H", "H", "H", "H", "Na", "F", "C", "Cl", "Cl", "H", "H", "B", "F", "F", "F", "F", "C", "C", "C", "O", "C", "O", "O", "H", "H", "H", "H", "H", "H", "C", "C", "C", "O", "H", "H", "H", "H", "H", "H", "H", "H", "Li", "O", "H", "H", "H", "C", "C", "O", "H", "H", "H", "H", "H", "H", "F", "P", "F", "F", "F", "F", "F"], "positions_angstrom": [[0.222508, -2.598359, 0.285221], [0.995256, -1.798302, -0.121512], [2.045568, -0.792958, -0.570614], [1.572275, 0.239980, -1.466302], [0.153812, 0.168869, -1.713240], [-0.164672, -0.489045, -2.657221], [-0.882740, 0.849233, -0.999307], [-0.441158, 1.885777, -0.017716], [0.630713, 1.721289, 1.178463], [-1.010880, 3.178020, -0.165047], [-1.966915, -0.040302, -0.492931], [-2.100817, -0.136863, 1.066792], [-3.325374, 0.454685, -1.195797], [-4.576244, 0.452145, -0.242466], [-5.866833, 0.740443, -1.097562], [-0.443890, -3.295271, 0.813106], [2.501279, -0.281892, 0.324817], [2.903310, -1.312900, -1.080081], [0.787522, 0.639211, 1.450256], [1.590126, 2.276656, 1.021802], [0.167065, 2.179110, 2.097751], [-0.240059, 3.759882, -0.482087], [-1.831272, -1.090983, -0.865050], [-2.584042, 0.752631, 1.550167], [-1.145791, -0.426384, 1.590413], [-2.801817, -0.993675, 1.270697], [-3.230419, 1.480049, -1.624348], [-3.563298, -0.276677, -2.018942], [-4.493479, 1.276634, 0.523152], [-4.736476, -0.527544, 0.278704], [-5.649377, 1.456937, -1.934377], [-6.192116, -0.217241, -1.583851], [-6.735770, 1.119896, -0.510242], [2.644942, 2.464558, -0.433992], [0.815037, 5.018128, -1.156108], [-1.131317, 5.937138, -4.391747], [-1.304122, 6.852350, -2.885473], [0.289529, 4.903905, -4.343039], [-2.014196, 5.317174, -4.520293], [-1.040747, 6.629341, -5.223796], [-9.678339, 0.531719, -1.217671], [-9.019377, 1.783361, -1.442100], [-11.025530, 0.623831, -1.621526], [-9.016127, -0.486723, -1.971345], [-9.608804, 0.208462, 0.170543], [6.017075, 0.195646, 4.380881], [6.324322, 0.774647, 3.022034], [7.525579, 1.680379, 2.994285], [7.237772, 2.544464, 1.905039], [5.868498, 2.601228, 1.803002], [5.279078, 3.372068, 1.121914], [5.286297, 1.659936, 2.587209], [5.134239, -0.441567, 4.325333], [6.852281, -0.400171, 4.753089], [5.791698, 0.982267, 5.105896], [6.414522, -0.029410, 2.286353], [8.458130, 1.129003, 2.815795], [7.632240, 2.293696, 3.905310], [5.979253, -4.597102, 1.114847], [6.013282, -3.093421, 1.321365], [7.173472, -2.458794, 0.567570], [6.136234, -2.803323, 2.719648], [6.896903, -5.062569, 1.489912], [5.150440, -5.041091, 1.667389], [5.867299, -4.847823, 0.059993], [5.071125, -2.655290, 0.983185], [8.130352, -2.852106, 0.924010], [7.194319, -1.376531, 0.730841], [7.097846, -2.647164, -0.504662], [6.965842, -3.187474, 3.028875], [9.447010, 2.788979, 3.776758], [-1.633970, 9.726164, -0.480119], [-2.071092, 9.356005, 0.318266], [-1.626729, 9.074554, -1.216739], [-0.728751, 10.045400, -0.278827], [4.301440, -8.880758, -1.185877], [4.793792, -7.794609, -0.249565], [4.211178, -6.538911, -0.591437], [4.549813, -8.635359, -2.220157], [4.748079, -9.844897, -0.935461], [3.213784, -8.973757, -1.131753], [5.877476, -7.690187, -0.322312], [4.538063, -8.030855, 0.788687], [3.254110, -6.632525, -0.517112], [-15.728143, -0.264834, -1.313089], [-14.833836, 0.875749, -2.060023], [-14.053824, 1.049539, -0.648134], [-16.369943, 1.358526, -2.325482], [-14.463210, 2.462351, -2.021631], [-14.640998, 0.981008, -3.676520], [-13.779281, -0.307382, -2.394721]], "forces_ev_per_angstrom": [[-1.5, -1.7, 1.5], [2.5, 2.2, -1.0], [0.2, -0.8, 0.4], [-0.6, 0.9, 1.3], [-2.5, -0.5, -1.1], [0.6, -0.3, 0.0], [3.8, -0.8, 1.7], [-1.3, 2.6, -0.5], [-0.2, -0.7, 0.8], [1.8, -2.2, -0.2], [-2.3, -0.3, -0.8], [-0.1, -0.5, 0.2], [-0.6, -0.9, 0.9], [-0.7, 0.8, -0.5], [0.1, -0.5, -0.3], [0.6, 0.7, -0.9], [-0.6, -0.6, -0.5], [-1.0, 0.3, 0.3], [0.3, 1.1, -0.4], [-1.2, -0.6, 1.1], [0.5, -0.2, -1.0], [-0.6, 1.0, 0.1], [0.4, 1.2, 0.3], [0.7, -0.6, -0.5], [-0.8, 0.5, -0.6], [0.6, 0.9, -0.2], [0.2, -0.8, 0.3], [0.4, 0.9, 0.6], [0.1, -0.9, -0.6], [0.3, 0.9, -0.4], [-0.2, -0.5, 0.8], [0.1, 0.9, 0.4], [0.7, -0.3, -0.5], [0.0, 0.6, -1.2], [0.3, -1.2, 0.7], [0.1, -0.3, -0.6], [-0.1, 0.3, 0.5], [-0.1, 0.1, -0.1], [0.1, 0.1, 0.2], [0.1, 0.0, 0.2], [-0.9, 0.0, -0.2], [0.1, -0.3, 0.1], [1.0, 0.0, 0.2], [0.1, 0.3, 0.3], [0.3, 0.1, -0.4], [-0.4, 0.1, 0.2], [-0.3, -0.9, 1.1], [0.5, 0.0, -0.7], [0.1, 0.2, 0.3], [-1.0, 0.1, -0.1], [0.2, -0.2, -0.1], [0.7, 0.5, -0.5], [0.2, -0.1, 0.0], [0.0, -0.1, -0.1], [0.1, 0.1, -0.1], [0.2, 0.1, 0.0], [-0.1, -0.2, -0.3], [-0.6, -0.1, 0.4], [-0.1, 0.0, 0.0], [0.6, -0.5, 0.0], [-0.1, 0.2, 0.0], [-0.1, 0.6, 0.1], [0.1, 0.1, -0.1], [0.0, 0.1, -0.1], [-0.1, 0.0, 0.1], [0.0, 0.0, 0.2], [-0.1, -0.1, -0.1], [0.0, 0.0, -0.1], [0.0, 0.0, 0.0], [-0.1, -0.1, -0.1], [0.2, 0.2, -0.1], [0.0, 0.0, 0.2], [0.0, 0.0, -0.1], [0.0, -0.3, -0.3], [-0.1, -0.1, -0.1], [0.1, -0.1, -0.1], [-0.4, -0.1, -0.1], [0.1, 0.1, 0.0], [0.1, 0.0, 0.1], [-0.1, 0.0, 0.0], [0.0, -0.1, 0.1], [-0.1, 0.2, 0.0], [0.1, -0.1, 0.0], [0.1, 0.0, -0.1], [0.2, -1.8, 0.5], [0.8, -0.1, 0.1], [-0.3, -1.1, 1.5], [-0.9, 1.7, -0.4], [0.1, 1.3, -1.4], [-1.3, 0.8, -1.4], [0.9, -0.8, 1.1]], "multiplicity": 1, "charge": 0, "lumo_ev": -5.36, "largest_force_ev_per_a": 4.197}

***

(2)
{"formula": "C36H38BaN6O5PS", "method": "wB97M-V/def2-TZVPD", "species": ["Ba", "C", "N", "C", "C", "N", "C", "C", "C", "C", "C", "C", "N", "C", "N", "C", "C", "C", "C", "C", "C", "N", "H", "H", "H", "H", "H", "H", "H", "H", "H", "H", "H", "H", "H", "H", "H", "O", "C", "C", "O", "C", "C", "O", "C", "O", "O", "C", "C", "C", "C", "P", "C", "C", "C", "C", "C", "C", "C", "C", "C", "C", "H", "H", "H", "H", "H", "H", "H", "H", "H", "H", "H", "H", "H", "H", "H", "H", "H", "H", "H", "H", "H", "H", "H", "S", "C", "N"], "positions_angstrom": [[-1.311179, -0.393641, -0.742099], [-1.094830, 2.993871, 1.230138], [-0.658688, 2.486571, -0.050868], [-1.068386, 3.300345, -1.181969], [-2.461426, 2.942685, -1.597458], [-3.059480, 1.814176, -1.319324], [-4.310828, 1.899743, -1.922910], [-5.357908, 0.982557, -1.930528], [-6.496228, 1.322827, -2.635750], [-6.598068, 2.544625, -3.316680], [-5.569513, 3.468887, -3.305812], [-4.429977, 3.121145, -2.592125], [-3.236000, 3.778431, -2.340949], [-1.098305, 1.930185, 2.286217], [-1.265531, 0.656018, 2.069412], [-1.359631, 0.073620, 3.331067], [-1.624258, -1.246981, 3.686088], [-1.674930, -1.546167, 5.032186], [-1.475924, -0.561114, 6.011416], [-1.241583, 0.758591, 5.674685], [-1.200247, 1.051689, 4.316736], [-1.031533, 2.235170, 3.615417], [-2.134480, 3.320980, 1.118410], [-0.524526, 3.869859, 1.579618], [0.338165, 2.311661, -0.096658], [-0.407189, 3.093231, -2.029785], [-1.024266, 4.379679, -0.972913], [-5.276941, 0.044346, -1.395165], [-7.327968, 0.631490, -2.666458], [-7.503804, 2.767970, -3.865635], [-5.648658, 4.409535, -3.835026], [-2.909147, 4.621351, -2.779822], [-1.826275, -1.987075, 2.922921], [-1.899970, -2.557882, 5.342271], [-1.529218, -0.838208, 7.056543], [-1.113121, 1.521490, 6.431883], [-0.928808, 3.155862, 4.002391], [-1.224034, 1.371881, -6.490372], [-0.913251, 0.876034, -5.432571], [-0.374098, 1.600544, -4.228438], [-0.254764, 2.820589, -4.119810], [-0.045423, 0.592949, -3.228463], [-0.575396, -0.676606, -3.637849], [-0.665838, -1.700620, -2.891707], [-1.013402, -0.587170, -5.049798], [-1.396364, -1.490590, -5.762548], [0.515431, 0.829530, -2.096888], [4.034523, -2.623487, 2.066261], [2.565758, -2.701319, 1.649820], [2.157270, -4.163023, 1.447731], [1.709525, -2.134022, 2.787095], [2.092738, -1.709040, 0.113384], [2.950374, -0.124114, 0.485805], [4.265653, 0.217737, 0.177265], [4.789389, 1.452189, 0.535847], [4.016273, 2.367610, 1.235147], [2.712106, 2.036264, 1.572123], [2.188751, 0.810045, 1.187813], [2.927554, -2.441291, -1.403262], [4.305964, -3.088126, -1.253077], [1.944886, -3.499362, -1.936428], [3.000901, -1.321047, -2.452296], [4.171010, -3.171233, 3.004736], [4.346803, -1.592156, 2.235670], [4.700612, -3.066391, 1.327014], [2.259647, -4.698120, 2.396814], [2.779093, -4.671854, 0.711297], [1.115073, -4.244807, 1.130574], [1.883111, -2.716490, 3.697190], [0.646352, -2.190665, 2.551040], [1.953847, -1.093242, 3.008210], [4.900599, -0.478806, -0.351520], [5.810137, 1.696734, 0.268948], [4.427994, 3.329142, 1.514672], [2.098295, 2.734480, 2.131006], [1.168325, 0.559168, 1.455099], [4.285562, -3.978294, -0.623193], [5.059350, -2.408715, -0.854970], [4.643852, -3.401117, -2.246020], [1.759892, -4.298658, -1.218298], [2.371601, -3.953664, -2.835972], [0.992422, -3.043786, -2.212525], [3.827241, -0.634250, -2.265597], [2.081210, -0.734307, -2.482912], [3.153017, -1.774114, -3.436110], [-5.365917, -1.724935, 2.559661], [-4.159457, -1.751765, 1.455074], [-3.283528, -1.765201, 0.675863]], "forces_ev_per_angstrom": [[-0.3, -0.2, 0.7], [0.0, 0.0, 0.0], [0.1, 0.0, 0.0], [0.0, -0.1, 0.0], [0.0, 0.0, 0.0], [0.0, 0.1, 0.1], [0.0, -0.1, 0.0], [0.0, 0.0, 0.0], [0.0, 0.0, 0.0], [0.0, 0.0, 0.0], [0.0, 0.0, 0.0], [0.0, 0.0, 0.0], [0.0, 0.0, -0.1], [0.0, 0.0, -0.1], [0.0, 0.0, -0.1], [0.0, 0.0, 0.0], [0.0, 0.0, 0.0], [0.0, 0.0, 0.0], [0.0, 0.0, 0.0], [0.0, 0.0, 0.0], [0.0, 0.0, 0.0], [0.0, 0.0, 0.0], [0.0, 0.0, 0.0], [0.0, 0.0, 0.0], [0.0, 0.0, 0.0], [0.0, 0.0, 0.0], [0.0, 0.0, 0.0], [0.0, 0.0, 0.0], [0.0, 0.0, 0.0], [0.0, 0.0, 0.0], [0.0, 0.0, 0.0], [0.0, 0.0, 0.0], [0.0, 0.0, 0.0], [0.0, 0.0, 0.0], [0.0, 0.0, 0.0], [0.0, 0.0, 0.0], [0.0, 0.0, 0.0], [0.0, 0.0, 0.0], [0.0, 0.0, 0.0], [0.1, 0.0, -0.1], [0.0, 0.0, 0.0], [0.0, 0.1, -0.2], [0.0, 0.0, 0.0], [0.1, 0.1, -0.1], [0.0, 0.0, 0.0], [0.0, 0.0, 0.0], [0.0, 0.1, -0.1], [0.0, 0.0, 0.0], [0.0, 0.0, 0.0], [0.0, 0.0, 0.0], [0.0, 0.0, 0.0], [0.0, 0.0, 0.0], [0.0, 0.0, 0.0], [0.0, 0.0, 0.0], [0.0, 0.0, 0.0], [0.0, 0.0, 0.0], [0.0, 0.0, 0.0], [0.0, 0.0, 0.0], [0.0, 0.0, 0.0], [0.0, 0.0, 0.0], [0.0, 0.0, 0.0], [0.0, 0.0, 0.0], [0.0, 0.0, 0.0], [0.0, 0.0, 0.0], [0.0, 0.0, 0.0], [0.0, 0.0, 0.0], [0.0, 0.0, 0.0], [0.0, 0.0, 0.0], [0.0, 0.0, 0.0], [0.0, 0.0, 0.0], [0.0, 0.0, 0.0], [0.0, 0.0, 0.0], [0.0, 0.0, 0.0], [0.0, 0.0, 0.0], [0.0, 0.0, 0.0], [0.0, 0.0, 0.0], [0.0, 0.0, 0.0], [0.0, 0.0, 0.0], [0.0, 0.0, 0.0], [0.0, 0.0, 0.0], [0.0, 0.0, 0.0], [0.0, 0.0, 0.0], [0.0, 0.0, 0.0], [0.0, 0.0, 0.0], [0.0, 0.0, 0.0], [0.0, 0.0, 0.0], [0.0, 0.0, 0.0], [0.1, 0.0, -0.1]], "multiplicity": 1, "charge": -1, "lumo_ev": 1.83, "largest_force_ev_per_a": 0.824}

***

(3)
{"formula": "C3H7N3O2", "method": "wB97M-V/def2-TZVPD", "species": ["C", "C", "C", "N", "N", "N", "O", "O", "H", "H", "H", "H", "H", "H", "H"], "positions_angstrom": [[1.607703, -0.137427, -1.058032], [-0.021387, 0.419427, -0.475789], [-0.335869, -0.365836, 0.620086], [0.037036, 1.817393, -0.274345], [-0.299673, 0.161400, 1.897102], [-0.499676, -1.717323, 0.496941], [-0.614922, -0.205880, -1.787486], [1.996158, -1.228120, -0.911630], [-0.197163, 0.261267, -2.525315], [-0.868536, 2.261126, -0.432938], [0.737086, 2.251832, -0.876356], [0.038387, 1.115133, 1.894258], [0.151635, -0.430424, 2.583759], [-0.934804, -2.188725, 1.274340], [-0.795974, -2.013842, -0.424596]], "forces_ev_per_angstrom": [[2.3, -0.6, -0.7], [-2.2, -1.0, -1.2], [-0.1, -0.2, -0.1], [-0.3, -0.4, -0.8], [0.2, -0.2, -0.3], [-0.2, 0.5, -0.1], [0.4, 1.4, 2.4], [-0.6, 0.8, 0.2], [0.2, 0.0, 0.2], [0.3, -0.1, 0.1], [0.0, -0.2, 0.1], [0.0, -0.1, 0.1], [0.0, 0.1, 0.0], [0.0, 0.0, -0.1], [0.2, 0.0, 0.2]], "multiplicity": 1, "charge": 0, "lumo_ev": 0.88, "largest_force_ev_per_a": 2.820}

***

(4)
{"formula": "C4H14O3", "method": "wB97M-V/def2-TZVPD", "species": ["C", "O", "C", "C", "C", "H", "H", "H", "H", "H", "H", "H", "H", "H", "H", "H", "H", "O", "H", "H", "O"], "positions_angstrom": [[-1.455876, 0.989417, 1.094780], [-1.786781, 1.235808, -0.283956], [0.077607, 0.971009, 1.260948], [0.770346, -0.343470, 1.495223], [2.097479, -0.439810, 0.695291], [-1.920380, 1.830585, 1.588753], [-1.985095, -0.053327, 1.496156], [-1.447257, 0.596073, -0.926947], [0.526592, 1.674185, 1.971979], [0.505356, 1.469794, 0.271199], [0.080276, -1.076606, 1.096531], [0.924251, -0.406755, 2.615952], [2.825986, -0.294761, 1.450238], [2.358465, 0.279252, -0.034409], [2.157329, -1.379415, 0.168323], [1.556112, -0.895000, -3.169389], [2.089289, -0.335289, -1.870462], [1.932873, -0.081377, -2.743024], [-1.155225, -1.554611, -0.220865], [-2.037709, -2.565336, -1.039667], [-1.823008, -1.698389, -0.807376]], "forces_ev_per_angstrom": [[-0.4, -2.1, -0.4], [-0.3, 0.1, 0.4], [1.1, 2.3, -2.0], [0.0, 0.6, -0.5], [-0.8, -0.8, 1.3], [-0.1, 0.0, 0.4], [1.4, 2.5, -0.9], [0.0, -0.1, 0.6], [-0.8, 0.2, 0.3], [-1.1, -1.2, 1.6], [0.0, -0.7, 0.6], [-0.1, -0.7, -1.4], [1.4, -0.6, 0.4], [-0.6, 1.4, -0.7], [0.4, -0.6, 0.3], [0.5, 1.2, 0.5], [0.4, -0.6, 2.2], [-1.0, -0.6, -2.9], [2.7, -0.4, 2.5], [0.1, -2.1, 0.0], [-2.8, 2.3, -2.5]], "multiplicity": 1, "charge": 0, "lumo_ev": 0.47, "smiles": "CCCCO.O.O", "largest_force_ev_per_a": 4.463}

***

no.,HOMO (eV)
1,-6.076
2,-4.357
3,-7.079
4,-10.023